79
Properties=species:S:1:pos:R:3:forces:R:3 method="wB97M-V/def2-TZVPD" fmax_ha_per_bohr=0.0105 s_squared=0.761 charge=0 total_energy_ha=-3497.4650 molar_mass_g_mol=570.3 spin_multiplicity=2 homo_lumo_gap_ev="6.872 / 7.406"
Cu -0.18721 0.82641 0.21390 -0.08 0.50 0.19
C -3.76801 -2.34125 -1.03073 0.00 -0.03 -0.02
C -3.49734 -1.14016 -0.12556 0.03 -0.01 0.00
C -4.67879 -0.16886 -0.14372 -0.03 0.00 0.00
C -3.15102 -1.56960 1.28877 -0.01 0.00 0.04
C -4.15127 -2.09514 2.10108 0.00 0.00 0.00
C -3.89605 -2.44656 3.41335 -0.01 0.01 0.00
C -2.63127 -2.23389 3.93493 0.00 0.02 0.01
C -1.60056 -1.70842 3.16248 -0.01 -0.02 -0.03
C -0.29742 -1.37849 3.86627 -0.03 -0.03 0.04
C -0.25612 0.12965 4.13942 0.00 0.04 -0.06
C 0.98388 -1.88979 3.20793 0.03 0.01 -0.03
C -1.85451 -1.41825 1.81170 0.04 0.02 -0.05
N -0.82382 -0.96251 0.94143 -0.13 -0.20 -0.11
C -0.37028 -1.86200 0.07645 0.03 -0.07 -0.02
C 0.39470 -1.47433 -1.03813 0.01 -0.11 -0.01
N 0.66187 -0.19272 -1.27874 0.01 -0.17 -0.14
C 1.15133 0.10371 -2.58280 0.01 0.01 0.11
C 2.45299 0.60492 -2.77484 -0.05 0.01 -0.02
C 2.88988 0.85337 -4.07114 0.01 0.02 0.01
C 2.07525 0.63667 -5.16932 0.00 0.01 -0.01
C 0.79013 0.17355 -4.96826 0.00 -0.01 0.01
C 0.30677 -0.09530 -3.69034 0.02 -0.02 -0.04
C -1.13300 -0.56105 -3.55379 0.01 0.01 0.01
C -2.10743 0.48147 -4.10648 -0.02 0.01 -0.02
C -1.34319 -1.91598 -4.23114 0.00 -0.02 -0.01
C 3.40434 0.95992 -1.64635 0.04 -0.02 -0.05
C 3.67762 -0.16548 -0.64642 0.04 -0.01 -0.02
C 2.96434 2.26354 -0.97505 -0.01 0.04 0.01
H -4.02467 -2.01127 -2.03976 0.00 0.00 -0.02
H -4.60276 -2.93514 -0.64976 0.01 0.01 0.00
H -2.89504 -2.99322 -1.09705 0.00 0.01 0.00
H -2.63623 -0.60582 -0.52600 0.06 0.02 -0.03
H -5.60311 -0.65102 0.18192 0.01 0.00 0.00
H -4.84235 0.20639 -1.15645 0.00 0.00 0.01
H -4.49662 0.68385 0.51242 0.00 0.00 -0.01
H -5.14767 -2.22996 1.69596 0.01 0.00 0.01
H -4.67993 -2.86329 4.03287 0.01 0.00 -0.01
H -2.43233 -2.47335 4.97389 0.00 0.00 -0.01
H -0.36154 -1.87489 4.83900 0.05 0.00 0.01
H -0.45432 0.69439 3.22361 0.06 0.01 -0.02
H 0.70880 0.43299 4.55702 0.00 0.00 0.02
H -1.03482 0.41371 4.84855 0.00 -0.01 0.00
H 1.17908 -1.41709 2.24576 -0.02 -0.02 0.04
H 0.93018 -2.96644 3.03461 -0.01 0.02 -0.01
H 1.83463 -1.69583 3.86550 0.01 -0.02 0.01
H -0.62428 -2.91532 0.18858 0.00 0.01 0.02
H 0.71593 -2.24285 -1.73920 0.01 0.02 0.00
H 3.89649 1.22983 -4.21642 0.00 -0.01 0.00
H 2.43896 0.83608 -6.16915 0.00 0.00 0.00
H 0.14029 0.01688 -5.82162 0.01 0.00 0.01
H -1.35585 -0.67856 -2.49557 -0.02 0.00 0.04
H -2.00111 0.59746 -5.18752 0.01 0.00 0.01
H -1.94108 1.45684 -3.64625 0.00 -0.01 0.01
H -3.13837 0.17939 -3.90619 0.01 0.00 -0.01
H -1.09068 -1.86541 -5.29285 -0.01 -0.01 0.01
H -2.38456 -2.23260 -4.15152 -0.02 0.00 0.02
H -0.71825 -2.68764 -3.77795 0.01 0.01 0.00
H 4.36064 1.17333 -2.13299 0.02 -0.01 0.03
H 2.77599 -0.48437 -0.12528 0.02 -0.06 -0.04
H 4.41440 0.15874 0.09374 0.00 0.00 -0.01
H 4.08273 -1.04216 -1.15480 -0.04 0.00 -0.01
H 1.94273 2.18949 -0.59386 0.00 -0.02 0.01
H 2.97114 3.08575 -1.69223 0.01 -0.02 -0.01
H 3.64078 2.52948 -0.15563 -0.01 0.00 -0.02
C 4.30878 3.00723 3.20236 0.00 0.01 0.01
C 2.99135 3.45869 2.70110 -0.01 -0.02 -0.01
N 2.55048 4.67433 2.70370 -0.03 0.00 -0.01
N 1.30976 4.57947 2.13408 0.02 0.00 0.01
C 0.96597 3.33772 1.77718 0.06 -0.04 -0.04
S -0.49503 2.86925 1.08480 0.04 0.01 0.02
N 2.06232 2.60606 2.14488 -0.06 -0.07 0.08
N 2.26498 1.23134 2.05684 -0.03 0.21 0.04
H 4.78790 3.83422 3.71937 0.01 0.00 0.00
H 4.94227 2.68270 2.37628 -0.01 -0.01 0.00
H 4.18733 2.16110 3.87656 0.00 0.01 0.01
H 0.73762 5.39650 2.01368 0.00 0.01 0.00
H 2.35862 0.97405 1.07942 -0.02 0.01 -0.02
H 1.45468 0.75555 2.43947 -0.05 -0.01 0.05

***

84
Properties=species:S:1:pos:R:3:forces:R:3 method="wB97M-V/def2-TZVPD" fmax_ha_per_bohr=0.0636 charge=+1 total_energy_ha=-2988.9333 molar_mass_g_mol=744.7 homo_lumo_gap_ev=7.230
C 2.51374 -5.66142 3.09823 0.49 0.58 0.08
C 2.75826 -4.18077 2.66517 -0.15 -0.89 0.35
S 3.37398 -4.04162 0.96413 0.32 0.25 0.01
C 1.94402 -4.14361 -0.17531 0.20 0.39 0.17
C 0.68179 -3.45055 0.28171 0.21 -0.97 -0.18
C 0.59357 -2.11224 0.61830 1.64 1.11 -0.12
I 2.28565 -0.83011 0.53869 -0.26 -0.19 -0.19
C -0.58844 -1.55398 0.98449 -0.66 0.73 0.25
C -1.74241 -2.32099 1.01714 -0.38 0.83 0.18
C -1.71693 -3.65059 0.70497 -1.35 -0.80 -0.06
C -3.01501 -4.43082 0.75988 -0.14 0.28 0.41
C -3.56754 -4.58569 2.19901 -0.61 0.09 -0.47
C -4.84933 -5.42905 2.09453 1.21 -0.58 0.26
S -5.54144 -5.92681 3.70496 -0.66 0.01 0.18
C -0.49687 -4.18721 0.33869 0.86 -0.42 -0.06
N -0.40654 -5.59955 -0.05179 -1.81 1.57 0.67
C -1.08817 -5.89077 -1.27164 0.82 -2.84 -1.41
O -0.90036 -6.91696 -1.84944 -0.25 1.12 0.59
F -1.92100 -4.98632 -1.79376 0.59 0.48 0.73
C -0.81127 -6.45656 0.99628 -1.35 -1.94 -0.16
O -1.60082 -7.34944 0.90993 0.99 0.83 -0.01
F -0.25066 -6.17685 2.17070 0.25 0.58 -0.63
C -2.91662 -1.43356 1.40852 1.30 -0.82 -0.44
O -4.09266 -1.66286 1.43433 0.22 0.29 0.20
N -2.30048 -0.21043 1.69081 -0.61 0.61 1.41
C -2.90513 0.70276 2.63617 -0.91 2.04 -1.40
C -3.13771 2.09246 1.99112 0.42 0.06 0.48
F -2.11552 0.89279 3.74042 0.16 -0.66 0.14
C -0.94408 -0.12766 1.39562 -0.18 -1.11 -0.45
O -0.28903 0.87747 1.43354 -0.03 -0.06 0.15
H 3.28133 -5.94110 3.82610 -0.12 -0.03 -0.08
H 1.54745 -5.81322 3.57588 0.06 -0.05 -0.22
H 2.67085 -6.29952 2.22796 -0.39 -0.17 0.18
H 1.90964 -3.52363 2.87832 0.00 -0.08 -0.29
H 3.57835 -3.80885 3.28592 0.01 0.25 -0.37
H 1.79445 -5.18791 -0.43527 -0.30 0.16 0.11
H 2.26672 -3.63836 -1.09532 0.23 -0.02 0.22
H -2.95828 -5.43122 0.33325 0.17 0.18 0.00
H -3.74181 -3.88019 0.15260 0.00 -0.09 0.13
H -2.81719 -5.04527 2.84943 -0.15 -0.19 -0.09
H -3.84613 -3.62604 2.63687 0.24 -0.03 -0.08
H -4.58710 -6.34643 1.55412 -0.14 0.04 0.13
H -5.61032 -4.92926 1.49176 -0.04 0.16 0.37
H -4.56140 -5.69291 4.60425 0.16 0.13 -0.65
H -3.88210 0.31946 2.93153 0.30 -0.48 0.09
H -2.36988 2.78137 2.35761 -0.08 -0.14 0.03
H -3.03185 2.06982 0.90604 -0.34 -0.15 0.07
H -4.10704 2.48201 2.30500 0.06 0.01 -0.25
C 2.80931 4.67467 -4.90726 -0.05 -0.07 0.05
C 1.57779 4.02977 -4.27584 0.18 0.03 -0.14
C 0.68692 5.01437 -3.52197 -0.20 -0.34 -0.09
C 1.21249 5.68175 -2.26234 -0.11 0.14 -0.31
N 1.54213 4.81913 -1.06520 0.06 0.44 0.89
C 2.92100 4.19952 -1.13285 0.07 -0.07 -0.19
C 3.89129 5.33761 -0.86964 0.08 0.19 -0.16
C 3.15677 6.27686 0.09135 0.01 0.33 -0.04
C 1.71438 5.77890 0.12673 0.20 -0.02 0.02
C 0.44596 3.84094 -0.68260 0.34 -0.39 -0.06
C 0.44895 2.46775 -1.36737 -0.62 -0.27 -0.05
C -0.77741 2.18238 -2.24209 0.20 -0.02 -0.26
H 3.41936 5.20404 -4.17033 0.03 0.01 -0.04
H 3.43696 3.91545 -5.37311 0.03 0.04 0.00
H 2.51969 5.38344 -5.68410 0.03 0.06 0.06
H 1.88704 3.19701 -3.64395 -0.08 -0.02 0.01
H 0.98167 3.57964 -5.07270 -0.05 0.02 0.05
H -0.27911 4.55771 -3.30222 0.04 -0.05 0.07
H 0.44459 5.82806 -4.21297 0.07 0.12 0.13
H 0.43526 6.36327 -1.91682 0.04 -0.01 0.04
H 2.09112 6.28693 -2.48344 0.08 -0.08 0.14
H 2.97116 3.44848 -0.34404 -0.11 -0.03 -0.04
H 3.08340 3.73348 -2.09864 -0.12 -0.09 0.04
H 4.12941 5.86406 -1.79421 0.04 -0.10 -0.02
H 4.83485 4.98077 -0.46329 -0.05 -0.13 -0.01
H 3.21385 7.31015 -0.24766 0.01 -0.02 0.00
H 3.58967 6.24899 1.08915 -0.08 -0.02 0.02
H 0.96964 6.56718 0.06479 -0.07 -0.09 -0.02
H 1.55141 5.20689 1.03609 -0.12 -0.10 -0.11
H -0.50062 4.37147 -0.78661 0.02 0.00 -0.14
H 0.59086 3.64750 0.37854 0.03 0.17 0.00
H 0.42198 1.72989 -0.56663 0.17 0.12 0.09
H 1.36519 2.25380 -1.91397 0.03 0.15 0.01
H -1.67640 2.65604 -1.84453 0.00 -0.03 0.03
H -0.96053 1.10889 -2.29139 0.00 0.01 0.04
H -0.63874 2.51538 -3.27038 -0.09 0.04 0.01

***

82
Properties=species:S:1:pos:R:3:forces:R:3 method="wB97M-V/def2-TZVPD" fmax_ha_per_bohr=0.0093 s_squared=0.820 charge=0 total_energy_ha=-4268.0532 molar_mass_g_mol=660.8 spin_multiplicity=2 homo_lumo_gap_ev="8.484 / 8.669"
Fe -0.85944 0.04351 1.92895 -0.27 0.30 -0.26
N -2.58115 -0.63998 1.01829 0.14 0.06 0.17
C -3.18182 -1.65089 1.91704 0.02 -0.08 -0.10
C -2.69190 -1.42289 3.33789 0.07 -0.13 0.19
O -3.41138 -1.60407 4.30714 0.06 -0.08 -0.04
N -1.38570 -1.06355 3.33057 0.11 0.26 0.03
C -0.68252 -0.82077 4.57864 0.02 0.05 -0.14
C 0.18192 0.42477 4.40900 0.03 -0.16 0.24
O 0.73795 0.95488 5.34293 0.05 0.01 -0.13
O 0.29045 0.84528 3.15789 -0.17 -0.03 0.18
H -2.46423 -0.99109 0.06768 0.03 -0.09 0.04
H -3.19725 0.16572 0.96847 -0.05 -0.05 -0.12
H -4.26895 -1.67642 1.86619 0.00 0.10 0.06
H -2.79137 -2.62822 1.63804 -0.10 -0.02 -0.05
H -1.35677 -0.70360 5.42589 -0.04 0.03 -0.02
H -0.00323 -1.64855 4.80568 -0.05 -0.02 0.05
C 0.57633 -0.45362 0.65948 0.17 -0.18 0.13
Si 1.56822 1.07420 0.22900 -0.02 0.04 0.04
C 0.42984 2.45772 0.85457 0.03 -0.04 -0.06
N -0.94256 1.87418 0.90371 -0.12 0.08 0.02
C -1.51280 1.80058 -0.48263 0.04 -0.02 0.01
C -2.64535 2.78983 -0.73748 -0.01 0.00 0.00
C -2.27906 4.17015 -0.20621 -0.01 0.01 -0.01
C -2.03720 4.11286 1.31273 -0.01 0.00 0.01
C -1.81654 2.67907 1.79445 0.01 0.03 -0.04
C 3.24885 1.18890 1.05282 0.01 -0.01 0.05
C 4.41565 1.41166 0.31575 -0.01 -0.01 0.01
C 5.65294 1.50422 0.93966 0.00 0.00 -0.01
C 5.74595 1.38039 2.31759 0.00 0.00 0.00
C 4.59847 1.16841 3.06923 0.00 0.00 -0.01
C 3.36379 1.07334 2.44427 0.03 -0.01 0.00
C 1.88948 1.25474 -1.62374 0.01 -0.03 -0.03
C 1.60162 2.40840 -2.35671 0.00 -0.01 0.02
C 1.92075 2.51280 -3.70457 0.01 0.00 -0.01
C 2.55789 1.46310 -4.35000 0.00 0.00 0.01
C 2.87591 0.31410 -3.63880 0.00 -0.02 0.00
C 2.53951 0.21528 -2.29609 -0.01 -0.02 -0.01
H 1.18146 -1.16354 1.23399 0.01 -0.03 -0.08
H 0.15097 -0.98932 -0.19514 -0.08 0.10 0.00
H 0.43665 3.39022 0.28185 0.00 -0.02 -0.01
H 0.73172 2.68644 1.87591 0.01 0.00 -0.01
H -1.83729 0.78604 -0.70166 0.00 -0.03 0.00
H -0.70492 2.00370 -1.18391 0.02 0.05 0.00
H -3.57661 2.44775 -0.27398 0.01 0.00 0.00
H -2.83299 2.81859 -1.81230 -0.01 0.00 0.00
H -3.06177 4.89096 -0.44317 0.01 0.00 0.00
H -1.37732 4.51401 -0.72062 0.01 -0.01 0.00
H -2.89860 4.51075 1.85248 0.01 0.00 0.01
H -1.18608 4.73417 1.59190 0.01 0.00 -0.01
H -2.77937 2.16573 1.87771 0.01 -0.02 -0.01
H -1.36319 2.66572 2.78464 0.00 0.01 0.01
H 4.36522 1.51617 -0.76153 0.00 0.00 0.00
H 6.54360 1.67611 0.34794 0.00 0.00 0.00
H 6.70980 1.45404 2.80571 0.00 0.00 0.00
H 4.66033 1.08032 4.14653 -0.01 0.00 0.00
H 2.47691 0.92193 3.04605 0.04 0.02 0.00
H 1.13051 3.25618 -1.87051 -0.01 -0.01 0.00
H 1.68371 3.41921 -4.24762 0.00 0.00 0.00
H 2.81609 1.54408 -5.39820 0.00 0.00 0.00
H 3.39149 -0.50233 -4.13045 -0.01 0.00 0.01
H 2.80684 -0.68726 -1.75324 -0.01 0.00 -0.01
C 0.90476 -4.38213 -1.53974 0.01 0.01 0.00
C -0.17662 -5.03286 -0.68627 0.00 0.01 -0.06
S -1.37941 -3.86466 -0.00297 0.04 -0.03 -0.09
C -2.87386 -4.15943 -0.97568 -0.05 -0.05 0.06
C -2.94732 -3.54849 -2.36995 0.00 -0.01 0.03
S -2.61877 -1.76450 -2.39118 -0.01 0.03 -0.05
C -1.23724 -1.62124 -3.55236 -0.01 -0.03 0.01
C 0.13307 -2.12273 -3.11812 0.01 0.02 0.00
S 0.40049 -3.92338 -3.21935 -0.02 0.02 -0.02
H 1.73827 -5.07706 -1.65559 -0.02 -0.01 -0.03
H 1.29573 -3.49207 -1.04544 0.03 -0.02 0.02
H 0.29289 -5.52442 0.16765 -0.01 0.02 0.02
H -0.71414 -5.79916 -1.24615 0.02 0.00 -0.01
H -3.68031 -3.76026 -0.35557 0.01 0.01 0.01
H -3.04224 -5.23655 -1.03805 -0.01 0.00 0.00
H -3.94922 -3.70991 -2.77145 0.00 -0.01 0.01
H -2.23224 -4.02472 -3.03509 0.01 0.01 0.00
H -1.16100 -0.54444 -3.72492 -0.01 -0.01 -0.01
H -1.53592 -2.07171 -4.50034 0.00 0.00 0.00
H 0.36328 -1.79567 -2.10630 -0.02 -0.01 0.01
H 0.86627 -1.66868 -3.78288 0.04 0.05 0.01